Density functional theory data (wB97M-V/def2-TZVPD) for a structure of composition C29H31N4O9RuS2.

XYZ file:
```
76
Properties=species:S:1:pos:R:3:forces:R:3:mulliken_spin:R:1
Ru -0.10744 0.61518 -0.96709 0.2 -0.4 -0.6 0.888
O 1.31326 -0.16675 0.33311 0.1 -0.4 0.2 0.001
C 2.32127 -0.81628 0.03586 -0.2 -0.1 -0.1 -0.001
C 2.57219 -1.49828 -1.20035 0.1 0.1 0.1 0.003
C 3.68206 -2.35492 -1.25429 -0.1 0.0 -0.1 -0.003
C 3.86791 -3.14903 -2.35184 0.1 -0.1 0.1 0.005
C 2.95731 -3.13651 -3.42089 -0.1 0.0 0.0 0.002
C 1.88213 -2.29948 -3.39455 0.1 0.0 0.0 0.005
C 1.67418 -1.40771 -2.30522 0.0 -0.1 0.1 0.014
O 0.69429 -0.59120 -2.37639 0.0 0.7 -0.5 0.035
N 5.02266 -4.04471 -2.40846 0.0 0.2 -0.1 0.000
O 5.14764 -4.74151 -3.39723 0.0 -0.1 0.0 0.001
O 5.80520 -4.02570 -1.47619 0.0 -0.1 0.1 0.002
H 3.08484 -0.90938 0.81709 0.0 -0.1 0.0 0.000
H 4.37807 -2.40488 -0.42892 0.0 0.0 0.0 0.000
H 3.12378 -3.80308 -4.25483 0.0 0.0 0.0 0.000
H 1.16853 -2.27319 -4.20567 0.0 0.0 0.0 0.001
C 2.59114 5.10725 0.93039 0.0 0.0 0.0 0.002
C 2.18131 5.20231 -0.53189 -0.1 0.0 -0.1 -0.002
N 0.74604 4.99755 -0.74487 0.0 0.1 0.0 0.008
C -0.11921 6.18725 -0.70033 0.0 -0.1 -0.1 -0.002
C -0.75369 6.41806 0.66361 0.0 0.0 0.0 0.001
C 0.20537 3.78292 -0.88479 -0.1 0.2 -0.1 0.018
S 1.28909 2.42720 -0.86773 0.2 0.1 0.3 -0.002
N -1.14149 3.76880 -0.96909 0.2 -0.2 0.2 0.003
C -1.80269 2.77222 -1.52063 0.2 0.0 -0.3 -0.014
O -1.29177 1.76599 -2.12431 -0.6 0.0 0.0 -0.012
C -3.28838 2.83802 -1.48191 0.0 0.1 0.0 0.006
C -3.94109 3.88231 -0.83097 0.0 0.0 0.0 0.000
C -5.32398 3.90079 -0.76494 0.0 0.0 0.0 0.000
C -6.06040 2.88012 -1.35413 0.0 0.0 0.0 -0.001
C -5.41302 1.84146 -2.00899 0.0 0.0 0.0 0.000
C -4.02790 1.81731 -2.07376 0.0 0.0 0.0 -0.001
H 3.67627 5.17736 1.01406 0.0 0.0 0.0 0.000
H 2.27926 4.15346 1.35492 0.0 0.0 0.0 -0.001
H 2.15526 5.91191 1.52131 0.0 0.0 0.0 0.000
H 2.72795 4.47681 -1.13051 0.0 0.0 0.0 0.002
H 2.41661 6.18649 -0.93623 0.0 0.0 0.0 0.000
H -0.88839 6.07675 -1.45977 0.0 0.0 0.0 0.001
H 0.50889 7.03210 -0.98182 0.0 0.0 0.0 -0.001
H -1.25652 5.51423 1.00439 0.0 0.0 0.0 0.000
H -1.49392 7.21641 0.59408 0.0 0.0 0.0 0.000
H -0.01576 6.70970 1.41017 0.0 0.0 0.0 0.000
H -3.35203 4.66815 -0.37813 0.0 0.0 0.0 0.000
H -5.83027 4.70937 -0.25420 0.0 0.0 0.0 0.000
H -7.14167 2.89723 -1.30325 0.0 0.0 0.0 0.000
H -5.98712 1.04950 -2.47216 0.0 0.0 0.0 0.000
H -3.50387 1.01210 -2.56976 0.0 0.0 0.0 -0.001
C 4.08285 -5.31020 2.18102 0.0 0.0 0.0 0.000
C 2.63545 -4.93941 2.32306 0.1 0.2 0.0 0.000
C 1.65923 -5.92602 2.31943 0.0 -0.1 0.0 0.000
C 0.32208 -5.60676 2.46592 -0.1 0.0 0.0 0.000
C -0.04547 -4.27828 2.61318 0.1 0.0 -0.2 0.000
C 0.90664 -3.26947 2.61653 0.0 0.0 0.0 0.000
C 2.24121 -3.60961 2.47179 -0.1 -0.1 0.0 0.000
S -1.74244 -3.89056 2.84687 -0.2 0.1 0.0 0.000
O -2.46097 -5.13351 2.79247 0.0 0.0 0.1 0.000
O -1.85497 -3.01364 3.97719 0.0 -0.1 0.0 0.000
N -2.16277 -2.96993 1.53654 0.1 0.0 0.0 0.000
C -3.10518 -1.87078 1.80608 0.3 0.2 -0.2 0.000
C -3.36865 -1.08228 0.52628 -0.1 0.0 -0.1 -0.002
C -2.14551 -0.45509 -0.07633 0.4 -0.1 0.3 0.003
O -1.39843 0.32170 0.62125 -0.4 0.4 0.2 0.044
O -1.78375 -0.67153 -1.25949 -0.1 -0.6 0.5 -0.002
H 4.40142 -5.93764 3.01514 0.0 0.0 0.0 0.000
H 4.72197 -4.42999 2.15878 0.0 0.0 0.0 0.000
H 4.25345 -5.87539 1.26547 0.0 0.0 0.0 0.000
H 1.94971 -6.96309 2.20034 0.0 0.0 0.0 0.000
H -0.44040 -6.37279 2.46737 0.0 0.0 0.0 0.000
H 0.60400 -2.23569 2.72925 0.0 0.0 0.0 0.000
H 2.99547 -2.83392 2.48041 0.0 0.0 0.0 0.000
H -2.43528 -3.56793 0.76311 0.0 0.0 0.1 0.000
H -2.63268 -1.22675 2.54334 -0.1 0.0 0.0 0.000
H -4.05415 -2.23264 2.20745 0.0 0.0 0.0 0.000
H -4.06624 -0.27336 0.75753 -0.1 -0.1 0.0 0.001
H -3.80852 -1.71911 -0.24288 -0.1 0.0 0.0 -0.001
```
Forces are in eV/Å.

The calculation puts the lowest unoccupied orbital energy (alpha / beta) at -0.53 / -0.93 eV. Its spin multiplicity is 2. Its expectation value of S² is 0.76. The energy relative to the best compared isomer or geometry (same formula, charge and spin) is 0.0 kcal/mol. For the frontier orbital gap (alpha / beta), the calculation gives 7.80 / 7.45 eV. The value obtained for the total energy is -2911.10226 a.u. Its highest occupied orbital energy (alpha / beta) is -8.33 / -8.39 eV.

Density functional theory data (wB97M-V/def2-TZVPD) for a structure of composition C19H31BLiN7O.

XYZ file:
```
60
Properties=species:S:1:pos:R:3:forces:R:3:nbo_charge:R:1
Li 0.20261 -0.52449 -0.46431 0.0 -0.2 -0.2 0.846
C 2.59401 -0.01290 2.20706 1.4 -1.1 0.0 -0.644
C 1.37964 0.82283 2.06665 0.5 0.3 -0.5 0.152
C 1.02200 1.89014 2.86570 -0.1 1.2 0.7 -0.375
C -0.15866 2.39295 2.33631 -1.4 -0.6 1.1 0.212
C -1.20379 3.34908 2.92524 1.3 -0.8 -1.2 -0.639
N -0.48774 1.59352 1.33861 0.4 -0.8 -2.3 -0.319
N 0.52033 0.68089 1.06051 -0.8 0.3 1.4 -0.386
B -1.77194 1.50654 0.45008 -0.5 -0.1 0.8 0.543
N -2.33701 0.06159 0.59997 2.1 -0.7 -0.8 -0.333
N -1.62114 -1.03667 0.04972 -1.4 1.4 0.6 -0.388
C -2.36367 -2.08134 0.35148 1.2 -1.3 -0.9 0.171
C -2.00715 -3.45214 -0.20653 1.7 1.8 -1.6 -0.632
C -3.46582 -1.73695 1.10079 -0.4 -0.8 0.6 -0.385
C -3.38342 -0.38781 1.26337 -0.9 0.9 0.3 0.213
C -4.32201 0.53164 1.95353 0.0 1.0 0.2 -0.643
N -1.43578 1.73280 -0.99125 -0.4 0.0 -0.2 -0.343
N -0.55312 0.93987 -1.61897 0.3 -0.3 0.6 -0.349
C -0.56311 1.27123 -2.87558 0.6 1.1 -0.8 0.151
C 0.45075 0.67625 -3.79223 -1.2 -0.1 -0.7 -0.637
C -1.44036 2.36898 -3.09656 -0.2 -0.5 -0.7 -0.359
C -2.04420 2.55706 -1.85970 0.7 0.4 -1.0 0.185
C -3.11124 3.52067 -1.54382 -1.3 0.7 1.2 -0.645
H 2.99141 -0.13598 3.23480 -0.6 0.4 -0.3 0.224
H 3.47597 0.34671 1.64387 -0.5 0.2 0.0 0.207
H 2.43411 -1.04648 1.86142 -0.2 0.3 0.0 0.218
H 1.54732 2.31513 3.69915 0.2 -0.1 0.2 0.214
H -0.58224 3.91724 3.59534 -0.6 0.6 0.7 0.220
H -2.02760 2.77260 3.38130 0.5 0.5 0.0 0.228
H -1.58935 3.97964 2.11188 0.0 -0.1 0.5 0.225
H -2.62315 2.33884 0.73139 0.5 -0.5 0.3 -0.040
H -0.89416 -3.69064 -0.09448 -1.6 0.3 -0.1 0.221
H -2.27535 -3.44775 -1.30474 0.5 0.0 1.0 0.220
H -2.60980 -4.18086 0.22242 -0.9 -1.5 1.0 0.211
H -4.16094 -2.40980 1.54157 -0.5 -0.2 0.1 0.215
H -5.21895 0.03080 2.20745 -0.9 -0.9 0.2 0.219
H -4.65980 1.33582 1.26067 0.6 -0.2 0.7 0.230
H -3.95887 0.90622 2.94078 0.1 0.1 -1.0 0.220
H 0.08762 0.77246 -4.80018 0.0 0.3 -0.6 0.214
H 0.58159 -0.38263 -3.69514 0.1 -0.7 0.6 0.219
H 1.39141 1.16445 -3.72801 0.9 0.5 0.1 0.212
H -1.63348 2.90320 -4.05260 0.1 -0.6 1.0 0.220
H -3.14632 4.33470 -2.26068 0.3 0.1 -0.2 0.224
H -3.03387 3.97240 -0.52714 0.2 -0.3 -0.8 0.228
H -4.13647 3.09648 -1.57036 0.6 -0.2 0.0 0.222
C 3.21956 -4.09217 -0.26555 -1.5 -1.5 -0.6 -0.416
N 3.72200 -2.82870 -0.66333 -1.8 1.4 -0.5 -0.437
C 5.08037 -2.61532 -0.36257 1.3 -1.0 1.7 -0.405
C 2.84175 -1.81515 -0.97475 1.7 0.3 0.9 0.722
C 3.42661 -0.51578 -1.46246 -0.6 -0.4 0.6 -0.711
O 1.64005 -1.90699 -0.85330 -1.3 -0.6 0.0 -0.669
H 3.80736 -4.90916 -0.68246 0.2 0.1 -0.2 0.199
H 2.17982 -4.23272 -0.63221 0.7 0.2 0.3 0.239
H 3.22217 -4.26224 0.79886 0.0 0.3 0.7 0.194
H 5.28071 -3.02846 0.65947 -0.1 -0.1 -0.7 0.196
H 5.41878 -1.61912 -0.24013 -0.2 1.1 -0.4 0.217
H 5.71723 -3.11968 -1.06244 0.5 -0.3 -0.4 0.197
H 4.22497 -0.10550 -0.87957 0.5 0.0 0.3 0.226
H 2.62347 0.19006 -1.44064 -0.5 0.5 -0.2 0.246
H 3.73686 -0.69538 -2.45769 0.5 0.1 -1.2 0.235
```
Forces are in eV/Å.

The calculation puts the lowest unoccupied orbital energy at 0.42 eV. For the frontier orbital gap, the calculation gives 8.39 eV. The value obtained for the total energy is -1233.67375 a.u. Its highest occupied orbital energy is -7.97 eV.

Density functional theory data (wB97M-V/def2-TZVPD) for a cluster of 2 separate species, C2H4O3PS in total.

XYZ file:
```
11
Properties=species:S:1:pos:R:3:forces:R:3:nbo_charge:R:1
C -0.49762 -0.41313 -1.93833 0.6 -1.8 0.4 0.165
C -0.37191 0.87392 -1.91771 -0.4 1.9 -0.5 -0.569
O -0.23530 0.38428 1.64690 1.0 -0.6 0.8 -1.132
O -0.26506 -1.29537 -0.93929 -0.1 -0.8 -0.6 -0.715
O 0.32145 0.88281 4.11764 0.2 -0.2 -0.2 -1.086
P 0.57484 0.09057 2.89140 -1.0 0.6 -0.7 1.962
S 1.91058 -1.32368 2.88690 -0.1 0.1 -0.1 -0.734
H -0.67686 -0.87485 -2.87876 -0.5 -0.9 -0.5 0.147
H -0.07270 1.21619 -0.93708 -0.1 1.2 -0.2 0.232
H -0.66933 1.41157 -2.86689 0.7 -0.2 1.6 0.201
H -0.01809 -0.95232 -0.06480 -0.2 0.8 0.0 0.529
```
Forces are in eV/Å.

The calculation puts the lowest unoccupied orbital energy at 3.58 eV. The energy relative to the best compared isomer or geometry (same formula, charge and spin) is 0.0 kcal/mol. For the frontier orbital gap, the calculation gives 8.41 eV. The value obtained for the total energy is -1044.00260 a.u. As for the charge: -1. Its highest occupied orbital energy is -4.83 eV.

Density functional theory data (wB97M-V/def2-TZVPD) for an isolated molecule of C2H5N5S.

XYZ file:
```
13
Properties=species:S:1:pos:R:3:forces:R:3:nbo_charge:R:1
N 2.63737 -0.14159 -0.13068 1.1 -0.6 0.0 -0.686
N 1.57497 -1.06641 -0.10549 -0.5 0.1 0.0 -0.312
C 0.44671 -0.48665 -0.04058 0.2 -0.1 0.1 0.450
N -0.80523 -1.12168 -0.04338 0.3 0.0 0.0 -0.481
C -1.64852 -0.16485 -0.08774 -0.6 -0.2 0.1 0.269
S -3.39700 -0.33419 -0.07878 0.2 0.0 0.0 0.048
N -1.13232 1.11591 -0.17156 0.4 0.1 -0.2 -0.457
N 0.26857 0.93395 0.02464 -0.4 -0.7 0.5 -0.486
H 2.58689 0.47776 0.67341 0.0 0.1 0.1 0.342
H 3.51549 -0.69080 -0.04332 -1.0 0.6 -0.1 0.366
H -3.34887 -1.64469 0.20784 0.0 0.1 0.0 0.167
H -1.51136 1.76622 0.49737 -0.1 0.2 0.1 0.388
H 0.81329 1.35701 -0.70171 0.3 0.5 -0.5 0.391
```
Forces are in eV/Å.

The calculation puts the lowest unoccupied orbital energy at 0.68 eV. The SMILES is N/N=c1/nc(S)[nH][nH]1. The energy relative to the best compared isomer or geometry (same formula, charge and spin) is 11.7 kcal/mol. For the frontier orbital gap, the calculation gives 8.79 eV. The value obtained for the total energy is -751.12305 a.u. Its highest occupied orbital energy is -8.11 eV.

Density functional theory data (wB97M-V/def2-TZVPD) for a cluster of 8 separate species, C19H28Cl3NO14 in total.

XYZ file:
```
65
Properties=species:S:1:pos:R:3:forces:R:3:nbo_charge:R:1
N 0.88770 0.23875 0.99014 0.1 -0.6 0.8 -0.940
H 1.45090 -0.33407 1.62478 -0.1 0.2 -0.3 0.409
H -0.00270 -0.30957 0.86874 -0.2 0.9 -0.4 0.484
H 1.43758 0.43512 0.14241 -0.7 -0.1 -0.5 0.458
H 0.73294 1.15356 1.46506 -0.4 0.1 -0.2 0.462
C -3.17997 -2.38542 0.19541 -0.6 0.2 -0.6 -0.556
C -2.81702 -1.08844 0.52381 -0.1 -1.2 1.4 0.423
C -3.80440 0.04723 0.24037 0.2 0.4 -0.9 0.416
O -3.41162 1.19992 0.38475 0.2 0.5 0.6 -0.624
C -5.06655 -0.26937 -0.31004 -1.4 -0.9 -0.2 -0.565
C -5.48119 -1.55324 -0.69926 1.1 -0.4 -0.2 0.395
C -4.42603 -2.70094 -0.44713 0.1 0.5 -0.3 0.458
O -4.69083 -3.82574 -0.86972 -0.2 -0.6 0.2 -0.676
O -6.50831 -1.87486 -1.33370 -0.3 0.3 0.3 -0.737
O -1.77890 -0.84581 1.23136 0.7 0.1 -0.3 -0.827
H -2.50045 -3.21783 0.34218 0.1 0.1 0.0 0.187
H -5.78867 0.49520 -0.58982 0.4 0.4 0.2 0.179
C 1.89335 -0.66670 -2.53999 -0.6 -0.3 -0.9 -0.545
C 1.03644 0.44398 -2.64031 1.0 -0.3 2.1 0.410
C -0.04631 0.48086 -3.70316 -0.8 -0.3 -1.0 0.424
O -0.82582 1.43603 -3.76397 0.1 0.8 0.2 -0.662
C -0.12124 -0.60170 -4.60919 0.9 -1.1 -0.1 -0.555
C 0.79766 -1.67296 -4.61255 0.8 0.0 0.1 0.410
C 1.80440 -1.78322 -3.41186 0.3 0.5 0.3 0.431
O 2.53061 -2.78149 -3.28060 -0.1 -0.4 -0.2 -0.709
O 0.96374 -2.50976 -5.52572 -0.4 0.0 -0.1 -0.727
O 1.10543 1.33609 -1.74520 -0.1 0.4 -0.4 -0.759
H 2.57780 -0.73402 -1.69874 0.1 0.1 0.0 0.145
H -0.81139 -0.65359 -5.44284 -0.3 0.5 0.1 0.184
Cl 0.86811 3.23400 2.05405 0.3 -0.1 0.1 -0.929
C -2.14751 -4.17907 4.41225 1.2 -0.9 -0.5 -0.081
C -2.16699 -3.22669 3.24497 -1.5 -0.4 0.1 -0.094
O -0.97621 -3.29364 2.52870 0.6 0.4 0.4 -0.764
O -1.28657 -3.78038 5.50165 -0.4 0.2 0.1 -0.736
H -1.68639 -5.08596 3.98946 -0.3 -0.1 0.0 0.150
H -3.14622 -4.46368 4.75554 -0.1 0.4 0.1 0.145
H -2.51650 -2.23162 3.54232 0.6 0.2 0.0 0.190
H -2.99702 -3.59723 2.61794 0.0 0.1 0.0 0.185
H -0.93819 -2.47634 1.98856 -0.4 0.2 -0.2 0.523
H -0.93643 -4.59151 5.87302 0.1 0.0 0.0 0.444
C -0.05287 4.63557 -1.41629 -0.5 -0.2 0.9 -0.067
C -0.45508 4.66024 -2.86794 -0.4 0.0 0.0 -0.105
O -1.81120 5.17188 -2.99516 0.1 0.2 0.1 -0.725
O -1.01408 3.88752 -0.71371 -0.2 0.1 0.0 -0.719
H -0.03938 5.65544 -0.98498 0.2 0.1 -0.2 0.114
H 0.91319 4.15061 -1.23735 0.1 0.3 -0.6 0.176
H -0.44896 3.62896 -3.23276 0.2 0.1 -0.2 0.258
H 0.16388 5.35889 -3.44408 0.5 -0.4 0.0 0.113
H -1.77433 5.84652 -3.67362 -0.1 0.0 0.0 0.434
H -0.56355 3.40444 -0.00765 -0.1 -0.1 0.1 0.506
C 3.60031 -0.33004 2.99843 0.4 -0.8 0.6 -0.101
C 4.48962 -0.13189 1.78210 0.8 0.8 -0.2 -0.091
O 3.82755 -0.09805 0.55253 -0.1 0.0 -0.2 -0.718
O 2.58602 -1.31080 2.76101 0.3 0.2 0.2 -0.727
H 3.13499 0.56245 3.41485 -0.2 0.2 -0.6 0.211
H 4.26562 -0.69584 3.79624 -0.1 0.1 0.1 0.140
H 5.34783 -0.82190 1.78156 -0.4 -0.5 0.0 0.136
H 4.99710 0.83861 1.85007 -0.3 0.1 0.2 0.191
H 3.64023 -0.97520 0.20034 -0.1 0.0 0.1 0.495
H 2.91532 -2.16601 3.04399 -0.2 -0.1 -0.1 0.476
C 3.49579 2.93283 -0.53976 0.0 0.3 -0.3 -0.345
Cl 4.27748 2.87595 -2.13225 0.0 -0.2 0.0 -0.066
Cl 4.64555 3.63885 0.64960 -0.2 -0.1 0.0 -0.115
H 2.62909 3.56863 -0.65750 0.1 0.1 0.4 0.245
H 3.20269 1.94647 -0.22131 0.1 -0.2 -0.1 0.260
```
Forces are in eV/Å.

The calculation puts the lowest unoccupied orbital energy at 6.93 eV. For the frontier orbital gap, the calculation gives 3.64 eV. The value obtained for the total energy is -3229.23303 a.u. As for the charge: -4. Its highest occupied orbital energy is 3.29 eV.

Copy entry 4 word for word.
Density functional theory data (wB97M-V/def2-TZVPD) for an isolated molecule of C2H5N5S.

XYZ file:
```
13
Properties=species:S:1:pos:R:3:forces:R:3:nbo_charge:R:1
N 2.63737 -0.14159 -0.13068 1.1 -0.6 0.0 -0.686
N 1.57497 -1.06641 -0.10549 -0.5 0.1 0.0 -0.312
C 0.44671 -0.48665 -0.04058 0.2 -0.1 0.1 0.450
N -0.80523 -1.12168 -0.04338 0.3 0.0 0.0 -0.481
C -1.64852 -0.16485 -0.08774 -0.6 -0.2 0.1 0.269
S -3.39700 -0.33419 -0.07878 0.2 0.0 0.0 0.048
N -1.13232 1.11591 -0.17156 0.4 0.1 -0.2 -0.457
N 0.26857 0.93395 0.02464 -0.4 -0.7 0.5 -0.486
H 2.58689 0.47776 0.67341 0.0 0.1 0.1 0.342
H 3.51549 -0.69080 -0.04332 -1.0 0.6 -0.1 0.366
H -3.34887 -1.64469 0.20784 0.0 0.1 0.0 0.167
H -1.51136 1.76622 0.49737 -0.1 0.2 0.1 0.388
H 0.81329 1.35701 -0.70171 0.3 0.5 -0.5 0.391
```
Forces are in eV/Å.

The calculation puts the lowest unoccupied orbital energy at 0.68 eV. The SMILES is N/N=c1/nc(S)[nH][nH]1. The energy relative to the best compared isomer or geometry (same formula, charge and spin) is 11.7 kcal/mol. For the frontier orbital gap, the calculation gives 8.79 eV. The value obtained for the total energy is -751.12305 a.u. Its highest occupied orbital energy is -8.11 eV.